(1)
{"formula": "C4H13NO3", "method": "ωB97M-V with the def2-TZVPD basis set", "species": ["C", "N", "C", "C", "C", "O", "H", "H", "H", "H", "H", "H", "H", "H", "H", "H", "H", "O", "H", "H", "O"], "positions_angstrom": [[0.978, 1.666, 0.803], [-0.404, 1.223, 0.358], [-1.357, 1.647, 1.396], [-0.589, -0.211, 0.045], [0.308, -1.239, 0.342], [0.022, -2.499, 0.151], [1.499, 0.694, 0.889], [1.586, 2.317, 0.114], [1.072, 2.163, 1.786], [-1.248, 2.658, 1.643], [-1.445, 1.061, 2.430], [-2.326, 1.400, 1.161], [-1.458, -0.421, -0.588], [0.624, -0.485, 2.162], [1.355, -1.011, 0.557], [-0.050, -2.484, -1.413], [-0.660, -3.147, -2.751], [0.013, -2.557, -2.410], [0.149, 0.179, -1.864], [0.971, -0.978, -2.451], [0.958, 0.026, -2.361]], "lowdin_charge": [-0.068, -0.171, -0.107, 0.004, -0.373, -0.117, 0.028, 0.111, 0.089, 0.065, 0.131, 0.049, 0.153, 0.244, 0.088, -0.017, 0.044, -0.093, -0.020, 0.039, -0.079], "gap_ev": 6.48, "fmax_ev_per_a": 4.45, "total_energy_ha": -440.427333, "spin_multiplicity": 1}



(2)
{"formula": "C6H7F3O3", "method": "ωB97M-V with the def2-TZVPD basis set", "species": ["C", "C", "O", "C", "O", "O", "C", "C", "C", "F", "F", "F", "H", "H", "H", "H", "H", "H", "H"], "positions_angstrom": [[-3.398, 1.968, -0.160], [-2.957, 0.678, -0.568], [-1.844, 0.549, -1.493], [-0.632, 0.309, -0.757], [-0.689, 0.567, 0.477], [0.506, -0.228, -1.383], [1.732, 0.210, -0.735], [2.429, -0.912, 0.176], [1.478, -1.584, 1.261], [0.324, -2.201, 0.747], [2.246, -2.643, 1.864], [1.161, -0.718, 2.353], [-4.186, 2.003, 0.654], [-2.914, 2.880, -0.633], [-3.511, -0.252, -0.207], [1.624, 1.227, -0.200], [2.475, 0.419, -1.594], [3.351, -0.532, 0.731], [2.805, -1.740, -0.531]], "lowdin_charge": [0.043, -0.156, -0.015, -0.390, 0.060, 0.000, -0.148, -0.032, -0.397, 0.086, 0.025, 0.058, 0.072, 0.081, 0.134, 0.152, 0.142, 0.143, 0.144], "gap_ev": 10.45, "smiles": "C=COC(=O)OCCC(F)(F)F", "fmax_ev_per_a": 4.88, "total_energy_ha": -758.061111, "spin_multiplicity": 1}



(3)
{"formula": "C24H16N7O2TcTe", "method": "ωB97M-V with the def2-TZVPD basis set", "species": ["Tc", "C", "O", "C", "C", "C", "C", "C", "C", "C", "N", "C", "C", "N", "C", "C", "C", "C", "N", "C", "C", "N", "C", "C", "C", "C", "H", "H", "H", "H", "H", "H", "H", "H", "H", "H", "H", "H", "H", "H", "N", "C", "O", "C", "C", "N", "C", "N", "H", "H", "Te"], "positions_angstrom": [[-0.244, 0.101, -0.147], [10.070, 0.448, 8.859], [8.670, 0.437, 9.101], [7.841, 0.365, 8.045], [8.258, 0.303, 6.717], [7.310, 0.228, 5.709], [5.951, 0.213, 5.997], [5.546, 0.279, 7.335], [6.475, 0.353, 8.344], [4.930, 0.127, 4.959], [3.631, 0.108, 5.178], [3.060, 0.020, 3.946], [4.018, -0.021, 2.952], [5.212, 0.048, 3.618], [3.698, -0.117, 1.572], [4.608, -0.158, 0.504], [4.144, -0.234, -0.786], [2.769, -0.260, -1.016], [1.896, -0.224, -0.024], [2.330, -0.154, 1.255], [1.323, -0.093, 2.276], [0.016, -0.109, 1.881], [-0.948, -0.062, 2.800], [-0.666, 0.010, 4.161], [0.642, 0.039, 4.581], [1.669, -0.015, 3.629], [10.540, 0.506, 9.836], [10.359, 1.318, 8.265], [10.388, -0.468, 8.357], [9.306, 0.313, 6.459], [7.671, 0.181, 4.688], [4.490, 0.270, 7.566], [6.174, 0.404, 9.381], [6.132, 0.071, 3.215], [5.673, -0.119, 0.693], [4.823, -0.261, -1.626], [2.370, -0.303, -2.022], [-1.963, -0.075, 2.432], [-1.486, 0.047, 4.862], [0.904, 0.104, 5.629], [-1.373, 3.608, -0.361], [-0.148, 3.209, 0.011], [0.208, 1.974, -0.244], [0.759, 4.020, 0.671], [1.962, 3.433, 1.132], [2.907, 2.894, 1.513], [0.426, 5.375, 0.920], [0.058, 6.450, 1.108], [-1.923, 3.019, -0.962], [-1.645, 4.571, -0.241], [-2.354, -0.923, -0.705]], "mulliken_spin": [2.453, 0.000, 0.000, 0.000, 0.000, 0.001, 0.000, 0.000, 0.000, 0.001, -0.001, -0.003, -0.001, -0.002, -0.011, 0.016, 0.015, -0.007, 0.010, -0.001, -0.066, 0.016, 0.053, -0.010, 0.038, -0.010, 0.000, 0.000, 0.000, 0.000, 0.000, 0.000, 0.000, 0.000, 0.001, 0.001, -0.012, 0.002, 0.000, 0.001, 0.003, -0.006, 0.101, 0.016, -0.002, 0.007, -0.004, 0.010, 0.004, -0.001, 0.386], "charge": 1, "gap_ev": [5.81, 5.22], "fmax_ev_per_a": 0.53, "total_energy_ha": -1806.574990, "spin_multiplicity": 4}



(4)
{"formula": "C34H45N2OS2SiTeV", "method": "ωB97M-V with the def2-TZVPD basis set", "species": ["V", "C", "Si", "C", "C", "C", "C", "C", "C", "N", "C", "S", "H", "H", "H", "H", "H", "H", "H", "H", "H", "H", "H", "H", "C", "S", "C", "O", "H", "H", "H", "H", "H", "H", "Te", "C", "C", "C", "C", "C", "C", "C", "C", "C", "C", "C", "C", "H", "H", "H", "H", "H", "H", "H", "H", "H", "H", "C", "C", "C", "C", "C", "C", "C", "C", "C", "C", "C", "C", "N", "H", "H", "H", "H", "H", "H", "H", "H", "H", "H", "H", "H", "H", "H", "H", "H", "H"], "positions_angstrom": [[-0.351, 0.205, -0.352], [-1.772, -5.313, 1.333], [-2.566, -3.843, 2.255], [-4.155, -3.306, 1.351], [-3.050, -4.364, 4.027], [-1.321, -2.423, 2.415], [-0.808, -2.038, 3.654], [0.019, -0.929, 3.774], [0.295, -0.192, 2.641], [-0.169, -0.543, 1.436], [-0.934, -1.651, 1.319], [-1.387, -1.941, -0.320], [-2.436, -6.172, 1.328], [-0.835, -5.620, 1.791], [-1.569, -5.044, 0.301], [-4.877, -4.118, 1.332], [-3.939, -3.028, 0.324], [-4.629, -2.452, 1.828], [-3.778, -5.167, 3.999], [-3.496, -3.541, 4.576], [-2.198, -4.723, 4.597], [-1.060, -2.612, 4.532], [0.446, -0.651, 4.725], [0.900, 0.706, 2.679], [2.465, 1.945, -4.014], [0.907, 0.977, -4.085], [-0.221, 2.422, -3.933], [0.826, 0.326, -2.744], [2.584, 2.473, -4.950], [3.287, 1.249, -3.871], [2.411, 2.629, -3.174], [0.244, 3.330, -4.299], [-0.473, 2.495, -2.876], [-1.122, 2.219, -4.502], [2.029, -0.938, -0.695], [3.036, -1.694, 1.040], [3.282, -3.055, 1.108], [3.961, -3.594, 2.186], [4.381, -2.768, 3.214], [4.126, -1.409, 3.162], [3.459, -0.874, 2.074], [3.921, -0.257, -1.432], [4.514, 0.931, -1.036], [5.808, 1.231, -1.433], [6.512, 0.347, -2.232], [5.910, -0.824, -2.661], [4.619, -1.118, -2.263], [2.949, -3.701, 0.304], [4.173, -4.653, 2.220], [4.910, -3.189, 4.056], [4.457, -0.768, 3.968], [3.281, 0.194, 2.029], [3.971, 1.623, -0.405], [6.274, 2.150, -1.109], [7.527, 0.569, -2.524], [6.451, -1.511, -3.293], [4.147, -2.036, -2.585], [0.735, 3.386, -0.184], [-0.563, 3.849, 0.489], [-0.791, 3.122, 1.821], [-1.802, 3.691, -0.372], [-2.590, 4.805, -0.588], [-3.806, 4.715, -1.245], [-4.250, 3.476, -1.673], [-3.504, 2.327, -1.483], [-4.092, 0.997, -1.897], [-4.342, 0.133, -0.659], [-3.219, 0.260, -2.915], [-2.234, 2.415, -0.842], [-1.458, 1.348, -0.660], [1.574, 3.504, 0.506], [0.924, 3.993, -1.068], [0.656, 2.326, -0.472], [-0.444, 4.921, 0.706], [-1.010, 2.064, 1.635], [-1.638, 3.565, 2.341], [0.091, 3.211, 2.456], [-2.249, 5.763, -0.214], [-4.414, 5.593, -1.392], [-5.215, 3.394, -2.156], [-5.062, 1.199, -2.369], [-3.405, -0.034, -0.123], [-4.751, -0.831, -0.949], [-5.051, 0.623, 0.007], [-2.225, 0.067, -2.496], [-3.125, 0.853, -3.823], [-3.678, -0.692, -3.172]], "mulliken_spin": [1.823, -0.001, 0.000, 0.000, 0.000, -0.009, 0.020, 0.001, 0.061, -0.131, 0.061, -0.020, 0.000, 0.000, 0.001, 0.000, 0.000, 0.000, 0.000, 0.000, 0.000, 0.004, 0.000, -0.021, 0.001, 0.008, 0.005, 0.031, 0.001, 0.000, 0.000, 0.001, 0.011, 0.000, -0.009, 0.009, -0.010, 0.002, 0.000, 0.001, 0.009, -0.001, 0.000, 0.000, 0.000, 0.001, -0.001, 0.000, 0.000, 0.000, 0.000, 0.003, 0.000, 0.000, 0.000, 0.000, 0.000, 0.002, -0.011, 0.021, -0.006, -0.009, 0.008, -0.004, 0.014, 0.002, -0.001, 0.000, 0.058, -0.019, 0.000, 0.000, 0.037, -0.001, 0.014, -0.001, 0.000, -0.001, 0.001, 0.000, 0.000, -0.001, -0.001, 0.000, 0.044, 0.002, -0.001], "gap_ev": [5.94, 7.06], "fmax_ev_per_a": 2.63, "total_energy_ha": -3805.197107, "spin_multiplicity": 3}



(5)
{"formula": "C4H9NO", "method": "ωB97M-V with the def2-TZVPD basis set", "species": ["C", "C", "O", "C", "C", "N", "H", "H", "H", "H", "H", "H", "H", "H", "H"], "positions_angstrom": [[0.957, -1.341, 0.750], [-0.417, -1.007, 0.033], [-1.417, -0.582, 0.913], [-0.023, 0.238, -0.765], [-0.757, 1.519, -1.004], [-0.027, 1.309, 0.227], [0.784, -1.355, 1.828], [1.381, -2.297, 0.428], [1.757, -0.594, 0.583], [-0.760, -1.870, -0.563], [-1.054, 0.381, 1.057], [0.863, 0.069, -1.370], [-1.829, 1.681, -0.886], [-0.276, 2.199, -1.704], [0.824, 1.804, 0.433]], "lowdin_charge": [-0.042, -0.393, -0.092, -0.260, -0.092, -0.028, 0.077, 0.067, 0.069, 0.141, 0.085, 0.135, 0.111, 0.105, 0.117], "gap_ev": 10.42, "smiles": "C[C@@H](O)[C@H]1CN1", "fmax_ev_per_a": 1.78, "total_energy_ha": -287.732181, "spin_multiplicity": 1}



(6)
{"formula": "C23H42O6S", "method": "ωB97M-V with the def2-TZVPD basis set", "species": ["C", "C", "C", "C", "C", "C", "C", "S", "C", "O", "C", "C", "C", "O", "C", "C", "C", "O", "C", "O", "H", "H", "H", "H", "H", "H", "H", "H", "H", "H", "H", "H", "H", "H", "H", "H", "H", "H", "H", "H", "H", "H", "C", "C", "O", "C", "C", "H", "H", "H", "H", "H", "H", "H", "H", "H", "H", "C", "C", "O", "C", "C", "H", "H", "H", "H", "H", "H", "H", "H", "H", "H"], "positions_angstrom": [[9.155, 0.219, 1.822], [7.822, -0.307, 1.063], [6.849, 0.954, 0.765], [5.351, 0.459, 1.111], [4.356, 1.687, 1.493], [4.732, -0.534, 0.034], [4.296, -0.170, -1.265], [4.418, 1.560, -1.875], [3.650, -1.335, -2.177], [3.878, -1.441, -3.400], [2.724, -2.366, -1.365], [1.338, -2.916, -1.944], [0.189, -2.367, -0.932], [0.576, -1.047, -0.430], [0.196, -0.908, 0.952], [0.336, 0.604, 1.503], [3.184, -2.745, -0.072], [2.493, -3.632, 0.788], [4.569, -2.088, 0.422], [5.438, -2.756, 1.016], [8.879, 0.966, 2.655], [9.784, 0.791, 1.058], [9.731, -0.627, 2.333], [8.067, -0.834, 0.080], [7.348, -1.086, 1.743], [7.101, 1.742, 1.562], [6.941, 1.336, -0.300], [5.448, -0.145, 2.087], [4.098, 1.720, 2.599], [3.361, 1.564, 0.926], [4.771, 2.701, 1.168], [3.237, 1.705, -2.622], [1.297, -4.052, -1.994], [1.073, -2.505, -2.969], [-0.834, -2.288, -1.422], [0.134, -3.077, -0.035], [-0.905, -1.202, 1.142], [0.822, -1.559, 1.648], [0.613, 0.621, 2.619], [1.190, 1.087, 0.920], [-0.629, 1.209, 1.344], [3.171, -3.904, 1.457], [-4.738, -4.121, -0.444], [-4.739, -3.346, 0.864], [-4.036, -2.113, 0.793], [-4.517, -1.164, -0.149], [-5.955, -0.739, 0.096], [-3.712, -4.320, -0.769], [-5.260, -5.074, -0.322], [-5.233, -3.570, -1.245], [-4.238, -3.945, 1.628], [-5.760, -3.180, 1.221], [-4.387, -1.545, -1.168], [-3.870, -0.287, -0.063], [-6.649, -1.578, 0.016], [-6.257, 0.017, -0.633], [-6.063, -0.320, 1.100], [-4.485, 3.601, 0.424], [-4.873, 2.970, -0.903], [-6.275, 2.937, -1.128], [-6.939, 4.194, -1.156], [-6.427, 5.126, -2.240], [-4.961, 3.068, 1.253], [-3.401, 3.567, 0.559], [-4.796, 4.645, 0.486], [-4.532, 1.932, -0.911], [-4.367, 3.467, -1.737], [-6.889, 4.669, -0.171], [-7.995, 3.981, -1.342], [-5.374, 5.378, -2.100], [-6.998, 6.058, -2.240], [-6.523, 4.657, -3.223]], "lowdin_charge": [-0.134, -0.242, -0.164, -0.306, -0.092, -0.100, -0.408, 0.766, -0.261, 0.057, -0.043, -0.071, -0.183, -0.197, -0.265, -0.075, -0.136, 0.027, -0.186, 0.069, 0.071, 0.075, 0.072, 0.113, 0.090, 0.112, 0.103, 0.134, 0.078, 0.047, 0.077, -0.087, 0.125, 0.117, 0.127, 0.118, 0.124, 0.115, 0.083, 0.056, 0.073, 0.125, -0.080, -0.279, -0.171, -0.283, -0.073, 0.078, 0.078, 0.065, 0.118, 0.105, 0.108, 0.106, 0.067, 0.071, 0.086, -0.075, -0.276, -0.169, -0.278, -0.081, 0.082, 0.076, 0.065, 0.099, 0.107, 0.106, 0.119, 0.065, 0.078, 0.082], "gap_ev": 8.06, "smiles": "CCC[C@@H](C)C1=C(S)C(=O)C(CCOCC)=C(O)C1=O.CCOCC.CCOCC", "fmax_ev_per_a": 4.17, "total_energy_ha": -1750.974383, "spin_multiplicity": 1}